Entry one
Formula: C22H33IN7O3SSiV
Source: OMol25
Level of theory: ωB97M-V/def2-TZVPD

Each line ends with the Mulliken charge.
CARTESIAN COORDINATES (ANGSTROEM)
V  -0.58940  -0.06760  1.85990  0.364
N  -1.32662  1.77070  0.46275  -0.084
C  -1.93834  2.92464  1.13135  -0.823
C  -2.77715  2.45939  2.30937  -0.565
N  -1.97673  1.61387  3.17648  -0.098
C  -1.11935  2.29235  4.14056  -0.859
C  0.28080  2.54802  3.60579  -0.676
N  0.84084  1.30690  3.07944  -0.329
H  -0.69609  2.10675  -0.25369  0.311
H  -2.04827  1.22684  -0.00797  -0.166
H  -2.55904  3.53678  0.46784  0.528
H  -1.13223  3.56763  1.47960  0.271
H  -3.61621  1.87280  1.94780  0.075
H  -3.19483  3.33673  2.82490  0.398
H  -2.54274  0.93334  3.66905  0.321
H  -1.04884  1.63775  5.01021  0.410
H  -1.54093  3.24904  4.48039  0.321
H  0.87170  2.98626  4.41969  0.424
H  0.28130  3.26732  2.78857  0.294
H  1.01666  0.65142  3.83890  0.235
H  1.71977  1.46671  2.60133  0.257
I  -0.85842  -1.35027  4.30912  -0.374
C  0.10066  -2.81607  -1.35409  -0.994
Si  -1.10462  -2.90084  0.09567  -0.040
C  -2.54082  -3.98496  -0.47609  -1.169
C  -0.17723  -3.78668  1.45331  -1.067
N  -1.72200  -1.40122  0.68043  0.194
C  -2.86922  -0.88417  0.12879  -0.724
C  -3.83069  -0.22621  0.92031  -0.070
C  -4.97848  0.33062  0.38020  -0.365
C  -5.23579  0.25563  -0.98330  -0.719
C  -4.31778  -0.40890  -1.78765  -0.828
C  -3.16852  -0.96618  -1.25049  0.326
H  0.32303  -3.83990  -1.67253  0.497
H  1.05068  -2.34357  -1.09815  0.209
H  -0.30491  -2.28891  -2.22107  0.313
H  -2.42107  -4.99936  -0.08625  0.401
H  -2.59996  -4.06012  -1.56387  0.312
H  -3.49615  -3.59786  -0.11879  0.313
H  0.22924  -4.72341  1.06074  0.350
H  -0.83074  -4.00836  2.29815  0.263
H  0.65540  -3.19738  1.84525  0.185
H  -3.66608  -0.21961  1.99289  0.774
H  -5.69288  0.81510  1.03758  0.452
H  -6.13329  0.68791  -1.40516  0.368
H  -4.49482  -0.49057  -2.85381  0.398
H  -2.46297  -1.45681  -1.91062  0.288
O  3.10193  2.10328  -5.68614  -0.667
S  4.54957  2.09360  -5.64694  1.183
O  5.15695  3.33582  -5.20099  -0.687
O  5.19622  1.46206  -6.77690  -0.683
C  4.93847  0.98379  -4.25311  0.082
N  6.15658  0.44098  -4.20123  -0.492
C  6.42832  -0.30947  -3.14739  -0.319
C  5.51945  -0.54164  -2.12345  -0.686
C  4.28596  0.06839  -2.27534  0.268
N  3.99558  0.81986  -3.32910  -0.293
C  3.18253  -0.05047  -1.27288  1.434
C  3.38062  -0.55254  0.00803  -1.010
C  2.31375  -0.59102  0.88524  -0.968
N  1.09027  -0.16621  0.56539  1.073
C  0.89237  0.27781  -0.67531  -0.827
C  1.90176  0.35278  -1.61852  -1.289
H  7.41909  -0.75290  -3.10854  0.404
H  5.77836  -1.16904  -1.28342  0.348
H  4.34613  -0.89994  0.34639  0.287
H  2.42726  -0.98030  1.89186  0.474
H  -0.12231  0.52738  -0.93470  0.768
H  1.70428  0.72222  -2.61581  0.695

Calculated values
Spin multiplicity   4
Net charge   -1
Kohn-Sham gap (alpha / beta)   6.326 / 6.943 eV



Entry two
Formula: C22H33IN7O3SSiV
Source: OMol25
Level of theory: ωB97M-V/def2-TZVPD

Each line ends with the Mulliken charge.
CARTESIAN COORDINATES (ANGSTROEM)
V  0.18684  1.39825  -0.49231  0.537
N  1.94832  4.36772  -0.04254  -0.285
C  2.27362  4.62194  1.35391  -1.030
C  1.46430  3.75715  2.32186  -0.852
N  1.45935  2.33238  1.96648  0.077
C  2.74789  1.67589  2.18548  -0.779
C  3.61871  1.73703  0.94110  -0.920
N  2.92334  1.08549  -0.16707  -0.357
H  1.83608  5.20419  -0.59466  0.216
H  2.58895  3.76396  -0.53837  0.102
H  3.33783  4.49030  1.56492  0.259
H  2.04938  5.66121  1.59202  0.547
H  1.88345  3.90497  3.32682  0.502
H  0.42892  4.09472  2.33537  0.299
H  0.73511  1.88315  2.50798  0.251
H  3.29310  2.12744  3.02280  0.394
H  2.58031  0.62646  2.44212  0.443
H  3.80608  2.77535  0.67300  0.351
H  4.58947  1.29263  1.17266  0.398
H  3.35189  1.28117  -1.06367  0.209
H  2.94082  0.08217  -0.04298  0.126
I  0.84071  2.49484  -2.80419  -0.487
C  -2.16378  -0.25932  -2.93312  -0.824
Si  -2.76132  0.03233  -1.19735  -0.169
C  -4.59922  0.28565  -1.42264  -1.435
C  -2.65230  -1.53162  -0.18801  -0.740
N  -1.83681  1.30200  -0.46556  0.164
C  -2.31177  2.48552  0.10117  1.053
C  -1.37240  3.45516  0.52576  0.630
C  -1.74067  4.65990  1.09558  -0.937
C  -3.07980  4.98054  1.28122  -0.721
C  -4.02863  4.04615  0.87908  -0.746
C  -3.66574  2.83375  0.30750  -0.432
H  -2.23505  -1.32243  -3.20342  0.341
H  -1.14598  0.08462  -3.11168  0.081
H  -2.81088  0.30487  -3.61342  0.328
H  -4.93406  -0.55747  -2.04365  0.371
H  -4.84630  1.21178  -1.95242  0.348
H  -5.16517  0.25203  -0.48572  0.357
H  -2.78045  -2.42613  -0.81344  0.299
H  -3.45812  -1.52733  0.55622  0.379
H  -1.70429  -1.63261  0.34916  0.076
H  -0.30479  3.28300  0.41897  -0.058
H  -0.96601  5.36218  1.39598  0.312
H  -3.37282  5.92542  1.72233  0.371
H  -5.08392  4.26527  1.01005  0.375
H  -4.44231  2.14133  0.01812  0.157
O  2.04720  -8.29341  -2.74317  -0.684
S  0.71905  -7.76965  -2.49345  1.186
O  0.24084  -6.81112  -3.46290  -0.666
O  -0.25539  -8.73847  -2.04176  -0.685
C  1.01005  -6.76959  -1.00316  0.083
N  1.39975  -7.42705  0.10803  -0.494
C  1.67482  -6.68350  1.16370  -0.335
C  1.57725  -5.29728  1.16254  -0.671
C  1.14802  -4.72552  -0.01099  0.152
N  0.86499  -5.44223  -1.08795  -0.368
C  0.98924  -3.24181  -0.17334  1.356
C  0.96300  -2.68541  -1.43868  -0.644
C  0.80321  -1.31605  -1.58718  -1.141
N  0.64765  -0.48354  -0.54222  1.439
C  0.70646  -1.03392  0.68153  -0.939
C  0.86115  -2.38422  0.90632  -0.903
H  1.99602  -7.21085  2.05713  0.399
H  1.84656  -4.71502  2.03394  0.329
H  1.05443  -3.33213  -2.30351  0.624
H  0.80839  -0.84495  -2.55663  0.529
H  0.60650  -0.35212  1.51754  0.493
H  0.86891  -2.75519  1.92279  0.355

Calculated values
Spin multiplicity   4
Net charge   -1
Kohn-Sham gap (alpha / beta)   6.313 / 6.695 eV



entry one has the most favorable energy; the next structure is 0.0676 hartree above.